[1]
DFT (ωB97M-V/def2-TZVPD) results for C11H9InNO4 as an isolated structure.

Structure (XYZ):
```
26
Properties=species:S:1:pos:R:3:forces:R:3:lowdin_charge:R:1
In 0.008 0.021 -1.538 0.0 0.0 1.6 1.063
O 0.002 3.133 0.783 -0.2 -2.1 -2.1 0.203
C -0.035 2.286 0.026 0.2 2.2 1.4 0.022
C 0.019 -2.313 -0.159 -0.3 -3.6 2.1 0.031
O -0.028 -3.233 0.532 0.3 3.6 -2.8 0.197
C 2.147 -0.175 -0.049 3.6 0.1 0.5 0.003
O 3.185 -0.185 0.431 -3.5 -0.1 -1.4 0.224
C -2.148 0.137 -0.102 -4.0 0.0 0.6 0.003
O -3.201 0.165 0.353 3.9 0.0 -1.4 0.224
C 0.030 0.692 -4.117 0.0 0.0 0.1 -0.002
H -0.855 1.345 -4.194 0.1 -0.6 0.1 0.111
H 0.976 1.257 -4.175 -0.2 -0.6 0.1 0.110
C -0.036 -0.703 -4.205 0.0 0.1 0.0 0.046
H 0.852 -1.346 -4.308 -0.1 0.5 0.1 0.114
H -0.979 -1.258 -4.328 0.1 0.5 0.1 0.115
C -0.064 -0.192 4.424 0.0 0.0 0.1 0.041
C 0.790 0.694 3.774 0.1 0.3 0.5 0.056
C 0.786 0.714 2.376 -0.2 -0.3 0.6 -0.128
N -0.028 -0.088 1.686 0.2 0.2 -1.7 -0.015
C -0.850 -0.935 2.295 0.2 0.3 0.5 -0.136
C -0.899 -1.025 3.678 0.5 0.3 0.8 0.060
H -0.072 -0.227 5.504 -0.1 0.0 0.1 0.145
H 1.470 1.375 4.306 -0.4 -0.5 -0.1 0.155
H 1.499 1.387 1.878 -0.4 -0.5 0.0 0.110
H -1.540 -1.556 1.730 0.1 0.2 -0.2 0.104
H -1.575 -1.720 4.142 -0.1 -0.1 0.2 0.143
```
Forces are in eV/Å.

Summary:
Calculated total energy   -26369.642 eV
Lowest unoccupied orbital energy (alpha / beta)   -14.73 / -15.94 eV
Charge   +3
Kohn-Sham gap (alpha / beta)   5.8 / 2.9 eV

***

[2]
DFT (ωB97M-V/def2-TZVPD) results for a 2-piece molecular cluster, CHN2O3 overall.

Structure (XYZ):
```
7
Properties=species:S:1:pos:R:3:forces:R:3:nbo_charge:R:1
C -1.192 -1.065 -0.072 -1.4 1.8 0.6 0.883
N -1.189 0.128 0.104 -1.4 0.5 -0.1 -0.812
N 1.697 0.716 -0.077 -0.3 -1.4 0.3 0.820
O -0.978 -2.169 -0.255 0.3 -1.7 -0.4 -0.423
O 2.501 1.480 -0.164 0.5 1.1 -0.2 0.025
O 0.864 -0.022 0.037 2.9 0.4 -0.2 0.038
H -1.705 0.932 0.428 -0.5 -0.7 -0.1 0.470
```
Forces are in eV/Å.

Summary:
Energy above the lowest of the compared OMol25 structures with the same formula, charge and spin   69.52 kcal/mol
Calculated total energy   -10162.029 eV
Lowest unoccupied orbital energy (alpha / beta)   -7.21 / -7.21 eV
Charge   +1
Kohn-Sham gap (alpha / beta)   8.6 / 8.6 eV

***

[3]
DFT (ωB97M-V/def2-TZVPD) results for C27H23BIrN13Se as an isolated structure.

Structure (XYZ):
```
66
Properties=species:S:1:pos:R:3:forces:R:3:lowdin_spin:R:1
Ir -0.093 -0.034 -0.065 0.8 -0.1 0.5 0.000
C -0.287 4.180 -0.348 0.0 0.1 0.1 0.000
C -0.659 2.897 -0.728 0.1 0.1 0.1 0.000
N 0.030 2.001 -0.023 -0.2 -0.1 -0.2 0.000
N 0.847 2.672 0.820 0.3 0.4 0.3 0.000
C 0.664 3.993 0.630 -0.2 0.1 -0.2 0.000
B 1.746 1.832 1.755 -0.9 -1.0 -0.7 0.004
N 2.586 0.901 0.841 0.4 0.2 0.3 0.005
C 3.922 0.808 0.704 0.1 -0.2 -0.2 0.004
C 4.204 -0.164 -0.233 0.0 0.1 0.0 0.000
C 2.960 -0.633 -0.636 0.2 0.2 0.0 0.001
N 1.990 0.013 0.019 -0.2 -0.2 -0.2 0.001
N 0.809 0.921 2.594 0.3 0.3 0.3 0.003
C 0.642 0.822 3.926 -0.3 -0.2 0.1 0.002
C -0.266 -0.185 4.184 0.1 0.2 0.0 0.000
C -0.621 -0.670 2.931 0.1 0.0 0.1 0.000
N 0.028 0.006 1.983 -0.2 -0.2 -0.1 0.000
N 2.695 2.583 2.705 0.3 1.7 0.3 0.095
C 3.002 3.842 2.968 -0.7 -0.6 -0.8 0.214
C 4.030 3.850 3.957 0.6 0.0 0.9 0.407
C 4.277 2.485 4.240 -0.6 0.2 -0.4 0.015
N 3.451 1.756 3.539 0.7 -1.1 0.4 0.228
H -0.661 5.113 -0.732 0.0 0.0 0.0 0.000
H -1.383 2.606 -1.469 0.0 -0.1 0.0 0.000
H 1.200 4.745 1.175 0.0 0.0 0.0 0.000
H 4.605 1.417 1.269 0.0 0.1 0.0 0.001
H 5.170 -0.485 -0.578 0.0 0.0 0.0 0.000
H 2.744 -1.408 -1.352 -0.1 0.0 0.0 0.000
H 1.164 1.455 4.622 0.0 0.0 0.0 0.001
H -0.620 -0.516 5.144 0.0 0.0 0.0 0.000
H -1.296 -1.473 2.685 0.0 0.0 -0.1 0.000
H 2.537 4.696 2.508 0.0 0.0 0.0 0.006
H 4.450 4.700 4.474 0.0 0.2 -0.2 0.015
H 4.957 2.052 4.956 0.0 -0.1 0.0 -0.003
C 0.497 0.054 -4.359 -0.4 0.0 -0.1 0.000
C -0.812 0.039 -4.831 0.6 0.0 -0.1 0.000
C -1.842 0.068 -3.921 -0.4 0.1 0.9 0.000
C -1.577 0.071 -2.543 1.5 -0.3 -1.5 0.000
N -0.282 0.033 -2.101 -1.0 0.0 -0.4 0.000
C 0.706 0.070 -2.996 0.4 -0.1 -0.1 0.000
C -2.579 0.133 -1.522 -1.5 0.2 1.7 0.000
C -3.958 0.169 -1.766 1.0 0.0 -0.5 0.000
C -4.852 0.224 -0.724 -0.1 0.1 0.7 0.000
C -4.356 0.309 0.574 -0.2 0.1 -0.5 0.000
C -2.990 0.322 0.758 -0.1 -0.1 0.6 0.000
N -2.114 0.196 -0.234 -0.4 -0.4 -1.2 0.000
H 1.338 0.050 -5.036 0.0 0.0 0.0 0.000
H -1.006 0.026 -5.895 -0.1 0.0 0.0 0.000
H -2.867 0.116 -4.257 0.0 -0.1 -0.1 0.000
H 1.715 0.102 -2.615 -0.1 0.0 0.1 0.000
H -4.308 0.170 -2.788 -0.1 -0.1 0.0 0.000
H -5.919 0.240 -0.901 0.0 0.0 -0.1 0.000
H -5.023 0.392 1.420 0.1 0.0 0.1 0.000
H -2.592 0.436 1.757 0.1 -0.1 -0.1 0.000
Se -3.490 -4.105 -0.684 1.5 0.5 0.2 0.000
N -2.188 -5.207 -0.255 -0.6 -1.1 -0.2 0.000
C -1.077 -4.560 -0.087 -0.1 2.4 -0.3 0.000
C 0.205 -5.093 0.112 0.4 -0.7 0.3 0.000
C 1.250 -4.238 0.297 -0.1 -0.6 0.1 0.000
C 1.045 -2.855 0.276 -1.0 0.4 0.3 0.000
N -0.115 -2.258 0.000 0.8 1.4 -0.1 0.000
C -1.200 -3.064 -0.230 -0.1 -2.4 -0.3 0.000
N -2.376 -2.687 -0.626 -1.0 0.8 0.2 0.000
H 0.328 -6.170 0.136 0.1 0.0 0.0 0.000
H 2.238 -4.616 0.513 0.0 0.0 -0.1 0.000
H 1.856 -2.205 0.560 -0.1 -0.1 -0.1 0.000
```
Forces are in eV/Å.

Summary:
Energy above the lowest of the compared OMol25 structures with the same formula, charge and spin   0.00 kcal/mol
Calculated total energy   -116583.223 eV
Spin multiplicity   2
⟨S²⟩   0.76
Lowest unoccupied orbital energy (alpha / beta)   -8.71 / -12.31 eV
Charge   +3
Kohn-Sham gap (alpha / beta)   8.1 / 4.5 eV

***

[4]
DFT (ωB97M-V/def2-TZVPD) results for one molecule with the formula C4H8OS.

Structure (XYZ):
```
14
Properties=species:S:1:pos:R:3:forces:R:3:nbo_charge:R:1
C 0.364 1.326 -0.154 -0.5 0.6 -0.4 -0.611
C 0.244 -0.161 -0.415 0.1 -0.4 0.5 -0.362
C -0.860 -0.835 0.421 0.1 -0.4 0.9 -0.525
C 1.618 -0.720 0.031 0.0 0.8 -1.2 0.464
H 1.147 1.794 -0.803 -0.9 -0.2 0.3 0.223
H 0.729 1.417 0.861 -0.1 0.4 0.4 0.201
H -0.628 1.834 -0.224 0.9 -0.2 -0.2 0.221
H 0.068 -0.339 -1.468 0.1 -0.4 -0.3 0.234
H -0.672 -1.952 0.492 0.1 1.4 0.3 0.244
H -0.901 -0.329 1.438 0.2 -1.0 -1.0 0.220
H -2.836 0.476 -0.199 0.3 -0.8 0.0 0.117
H 2.156 0.117 0.577 0.2 -1.1 0.1 0.092
O 2.114 -1.758 -0.311 -0.3 0.3 0.5 -0.495
S -2.545 -0.869 -0.247 -0.2 1.1 -0.2 -0.023
```
Forces are in eV/Å.

Summary:
Energy above the lowest of the compared OMol25 structures with the same formula, charge and spin   19.42 kcal/mol
Calculated total energy   -17159.608 eV
SMILES   C[C@@H](C=O)CS
Lowest unoccupied orbital energy   0.71 eV
Charge   0
Kohn-Sham gap   10.0 eV